[1]
ORCA calculation (ωB97M-V with the def2-TZVPD basis set) on a structure of composition C32H21Cl2N4O5Y.

Geometry (Å):
Y -0.2828 0.1982 -0.4462
Cl -1.5302 -5.5466 3.1063
C -1.8195 -4.1188 2.1675
C -0.9401 -3.0599 2.2819
C -1.1311 -1.8855 1.5557
N -0.2256 -0.7685 1.7051
C 0.0440 -0.4847 3.0014
O -0.4719 -1.0136 3.9799
C 1.1043 0.5693 3.3578
C 1.0175 1.1068 4.6410
C 1.9867 1.9937 5.0696
C 3.0417 2.3071 4.2227
C 3.0574 1.7325 2.9681
N 2.1091 0.8951 2.5426
C -2.2062 -1.8273 0.6465
C -3.1022 -2.8897 0.5586
C -2.9163 -4.0251 1.3206
Cl -4.0545 -5.3234 1.1843
N -2.2726 -0.7143 -0.2222
C -3.4347 -0.1785 -0.6469
O -4.5770 -0.5154 -0.3795
C -3.2234 0.9910 -1.6072
C -4.3059 1.5549 -2.2595
C -4.0632 2.5433 -3.2004
C -2.7570 2.9158 -3.4749
C -1.7306 2.3089 -2.7694
N -1.9647 1.3874 -1.8341
H -0.1141 -3.1428 2.9697
H 0.2035 0.7951 5.2756
H 1.9293 2.4255 6.0595
H 3.8279 2.9843 4.5220
H 3.8524 1.9507 2.2633
H -3.9474 -2.8280 -0.1089
H -5.2948 1.1916 -2.0249
H -4.8861 3.0032 -3.7311
H -2.5267 3.6552 -4.2271
H -0.6934 2.5494 -2.9647
O 1.9352 0.6871 -0.0529
C 2.0952 1.8247 -0.9069
C 1.6810 1.3317 -2.3366
O 2.0651 1.9481 -3.3040
O 0.8391 0.3446 -2.3329
C 1.0638 2.9011 -0.5338
C 0.9168 4.0147 -1.3680
C -0.0617 4.9565 -1.1095
C -0.9285 4.8079 -0.0302
C -0.7861 3.7209 0.8119
C 0.2175 2.7826 0.5703
C 3.5393 2.2798 -0.8390
C 4.5209 1.3959 -1.2849
C 5.8579 1.7140 -1.1499
C 6.2321 2.9211 -0.5667
C 5.2622 3.8031 -0.1288
C 3.9156 3.4809 -0.2626
H 2.1468 0.7871 0.9476
H 1.5630 4.1141 -2.2299
H -0.1590 5.8129 -1.7629
H -1.7027 5.5396 0.1500
H -1.4382 3.5900 1.6649
H 0.3609 1.9912 1.3091
H 4.2306 0.4584 -1.7394
H 6.6132 1.0254 -1.5013
H 7.2795 3.1686 -0.4616
H 5.5488 4.7452 0.3189
H 3.1664 4.1792 0.0860

For the LUMO energy, the calculation gives -0.22 eV. For the orbital gap, the calculation gives 7.592 eV.

[2]
ORCA calculation (ωB97M-V with the def2-TZVPD basis set) on a structure of composition C32H21Cl6NO6PY in a non-equilibrium geometry.

Geometry (Å):
Y -0.1402 0.0707 0.2063
O -3.8274 0.4921 2.6931
C -2.8150 0.5630 1.8341
O -1.8903 -0.2379 1.8879
C -2.8811 1.6739 0.8404
C -3.8340 2.6306 0.9158
C -3.7319 3.7069 -0.0401
C -2.7069 3.7589 -0.9064
C -1.6849 2.7112 -0.9148
N -1.8599 1.6296 -0.0592
C -0.6106 2.7992 -1.7241
O -0.2690 3.8844 -2.4828
O 0.3936 1.7995 -1.6207
H -3.6125 -0.2383 3.2978
H -4.6089 2.6029 1.6643
H -4.4814 4.4879 -0.0481
H -2.6144 4.5670 -1.6183
H 0.2835 4.4780 -1.9540
Cl 2.8357 -0.9220 6.2633
C 2.1656 -1.1869 4.6926
C 2.0282 -2.4726 4.1985
Cl 2.5234 -3.8325 5.1407
C 1.4880 -2.6665 2.9232
Cl 1.3028 -4.2606 2.2668
C 1.0848 -1.5985 2.1343
O 0.5709 -1.7813 0.9128
C 1.2309 -0.2734 2.6420
O 0.8643 0.7744 1.8818
C 1.7644 -0.0970 3.9107
Cl 1.9305 1.5214 4.4968
C 4.6707 3.9936 0.8425
C 4.5329 2.8414 1.6064
C 3.9341 1.7162 1.0644
C 3.4774 1.7229 -0.2523
C 3.6190 2.8799 -1.0126
C 4.2122 4.0112 -0.4665
P 2.6253 0.2341 -0.8640
C 3.8770 -1.0632 -0.8735
C 5.2498 -0.8338 -0.9121
C 6.1285 -1.9063 -0.9510
C 5.6456 -3.2078 -0.9549
C 4.2789 -3.4446 -0.9053
C 3.3978 -2.3747 -0.8596
C 2.2202 0.6410 -2.5869
C 2.8680 0.1286 -3.7042
C 2.3772 0.3668 -4.9811
C 1.2178 1.1103 -5.1409
C 0.5361 1.6244 -4.0430
C 1.0478 1.3772 -2.7827
H 5.1289 4.8761 1.2703
H 4.8737 2.8202 2.6333
H 3.8096 0.8370 1.6878
H 3.2790 2.9011 -2.0411
H 4.3192 4.9035 -1.0703
H 5.6331 0.1793 -0.9033
H 7.1954 -1.7255 -0.9757
H 6.3385 -4.0391 -0.9802
H 3.8989 -4.4575 -0.8812
H 2.3332 -2.5533 -0.7671
H 3.7636 -0.4659 -3.5668
H 2.8926 -0.0307 -5.8449
H 0.8274 1.2930 -6.1340
H -0.3720 2.1944 -4.1657
Cl -0.0570 -1.6000 -2.3782
C -1.1432 -2.7718 -1.5847
Cl -2.3523 -1.9484 -0.5888
H -0.5422 -3.3912 -0.9282
H -1.6516 -3.3248 -2.3635

The value obtained for the energy above the lowest of the compared OMol25 structures with the same formula, charge and spin is 0.0 kcal per mole. For the LUMO energy, the calculation gives -0.03 eV. For the orbital gap, the calculation gives 6.756 eV.

[3]
ORCA calculation (ωB97M-V with the def2-TZVPD basis set) on a structure of composition C32H21EuN8O2SSe in a non-equilibrium geometry.

Geometry (Å):
Eu 0.8941 0.2291 -0.0986
O 1.4426 -1.1466 -4.3088
C 1.4787 -0.5653 -3.2198
N 1.5153 -1.0681 -1.9822
C 1.2644 -2.4118 -1.6876
C 0.7467 -3.3481 -2.5925
C 0.4004 -4.6295 -2.1961
C 0.5749 -5.0154 -0.8800
C 1.0881 -4.1209 0.0425
C 1.4291 -2.8091 -0.3147
N 1.8857 -1.8208 0.5596
C 1.8468 -1.9480 1.8933
O 1.5012 -2.8960 2.6002
C 2.3366 -0.6891 2.5938
C 2.5385 -0.7250 3.9683
C 2.9913 0.4104 4.6128
C 3.2543 1.5471 3.8584
C 3.0183 1.4990 2.4982
N 2.5520 0.4188 1.8703
C 1.4747 0.9594 -3.2342
C 1.2284 1.5987 -4.4435
C 1.2003 2.9802 -4.4815
C 1.4272 3.6861 -3.3081
C 1.6516 2.9714 -2.1457
N 1.6691 1.6393 -2.0967
H 0.6479 -3.0604 -3.6273
H -0.0026 -5.3285 -2.9201
H 0.3020 -6.0168 -0.5687
H 1.2328 -4.4277 1.0641
H 2.3256 -1.6458 4.4914
H 3.1386 0.4156 5.6855
H 3.6173 2.4566 4.3172
H 3.2082 2.3644 1.8725
H 1.0677 0.9875 -5.3196
H 1.0036 3.5020 -5.4098
H 1.4217 4.7671 -3.2900
H 1.8043 3.4835 -1.2034
S -2.4194 3.3474 1.4867
C -1.0462 3.7905 2.3948
C 0.0872 3.1946 1.9290
C -0.0793 2.3390 0.7894
C -1.4121 2.3457 0.4398
C -2.0466 1.5929 -0.6325
C -3.4396 1.5225 -0.7664
C -3.9903 0.7933 -1.7969
C -3.1463 0.1579 -2.6993
C -1.7856 0.2648 -2.4976
N -1.2332 0.9457 -1.4933
H -1.1531 4.4714 3.2273
H 1.0440 3.3736 2.4073
H -4.0687 2.0359 -0.0528
H -5.0651 0.7147 -1.9005
H -3.5372 -0.4301 -3.5169
H -1.0915 -0.2266 -3.1723
Se -2.1367 -2.6904 -0.8627
N -3.2978 -2.5275 0.4665
C -2.7631 -1.7028 1.3691
C -3.3368 -1.2689 2.5750
C -2.6014 -0.3915 3.3611
C -1.3473 0.0438 2.9530
N -0.7656 -0.3217 1.8027
C -1.4613 -1.1723 1.0240
N -0.9837 -1.5341 -0.1648
H -4.3232 -1.6113 2.8594
H -2.9988 -0.0314 4.3016
H -0.7784 0.7316 3.5705

The value obtained for the energy above the lowest of the compared OMol25 structures with the same formula, charge and spin is 0.0 kcal per mole. Its expectation value of S² is 15.79. Its net charge is -1. For the LUMO energy (spin up / spin down), the calculation gives 2.36 / 2.36 eV. Its spin multiplicity is 8. For the orbital gap (spin up / spin down), the calculation gives 5.066 / 6.592 eV.

[4]
ORCA calculation (ωB97M-V with the def2-TZVPD basis set) on a structure of composition C32H21F12MnN4O2.

Geometry (Å):
Mn -0.6842 -0.4638 0.2309
C -4.6341 -5.5002 -2.7069
C -4.0123 -4.2311 -2.1797
C -4.7928 -3.1667 -1.7390
C -4.2105 -2.0098 -1.2705
C -2.8168 -1.8386 -1.2234
N -2.2810 -0.6088 -0.8168
C -2.9779 0.5601 -1.1723
C -3.6188 0.6217 -2.4215
C -4.3758 1.7039 -2.8122
C -4.5315 2.8056 -1.9767
C -5.3484 4.0050 -2.3893
C -3.8451 2.7855 -0.7768
C -3.0538 1.7096 -0.3679
C -2.1780 1.8885 0.8805
O -1.5524 0.7703 1.3462
C -3.0030 2.4669 2.0761
F -3.1183 3.8115 2.0287
F -4.2487 1.9697 2.0938
F -2.4455 2.1707 3.2451
C -1.0360 2.8929 0.4983
F -1.4305 4.0676 -0.0065
F -0.2818 2.3023 -0.4623
F -0.2388 3.1430 1.5369
C -2.0280 -2.9472 -1.5686
C -2.6392 -4.0968 -2.0697
C -0.5098 -2.8750 -1.3670
O -0.1496 -2.1814 -0.2425
C 0.1230 -4.2880 -1.1707
F 1.3552 -4.2076 -0.6779
F 0.2048 -4.9811 -2.3289
F -0.5933 -5.0262 -0.3140
C 0.1622 -2.2341 -2.6293
F 0.0266 -0.8936 -2.5971
F 1.4761 -2.4816 -2.7022
F -0.3916 -2.6535 -3.7754
H -5.5751 -5.2911 -3.2180
H -3.9674 -6.0008 -3.4101
H -4.8475 -6.2026 -1.8966
H -5.8753 -3.2469 -1.7627
H -4.8377 -1.1907 -0.9422
H -3.5221 -0.2275 -3.0860
H -4.8530 1.6973 -3.7875
H -6.1503 3.7187 -3.0709
H -5.7946 4.4932 -1.5218
H -4.7253 4.7438 -2.8994
H -3.9209 3.6534 -0.1341
H -2.0260 -4.9268 -2.3920
N 5.9946 1.4630 1.5904
C 7.0974 1.6707 2.3886
C 8.3634 2.1696 2.1331
C 9.2514 2.2340 3.2035
C 8.8688 1.8084 4.4779
C 7.5962 1.3091 4.7262
C 6.6903 1.2365 3.6692
N 5.3921 0.7888 3.6439
C 4.9837 0.9345 2.3845
C 3.7042 0.6032 1.8801
C 3.3369 0.7324 0.5031
C 2.0854 0.4050 0.0928
N 1.1114 -0.0521 0.9357
C 1.4582 -0.2070 2.2579
C 2.6842 0.0934 2.7459
H 5.9150 1.6964 0.6195
H 8.6565 2.5009 1.1434
H 10.2520 2.6176 3.0452
H 9.5838 1.8701 5.2900
H 7.3002 0.9819 5.7159
H 4.0447 1.0761 -0.2416
H 1.8121 0.4902 -0.9526
H 0.6775 -0.5884 2.9046
H 2.9146 -0.0441 3.7933

Its expectation value of S² is 8.81. Its net charge is -1. For the LUMO energy (spin up / spin down), the calculation gives 2.35 / 2.37 eV. Its spin multiplicity is 6. For the orbital gap (spin up / spin down), the calculation gives 4.918 / 7.635 eV.

Number 1: DFT total energy -2786.20277 Eh. Number 2: DFT total energy -4879.24250 Eh. Number 3: DFT total energy -5330.67608 Eh. Number 4: DFT total energy -3951.15951 Eh.